Entry 1:
ORCA calculation (ωB97M-V with the def2-TZVPD basis set) on C5H8O2 as an isolated structure.

```
15
Properties=species:S:1:pos:R:3:forces:R:3
O 2.488 0.049 -0.696 -0.2 -0.1 0.5
O 0.069 0.176 -1.756 0.1 0.0 0.1
C -1.276 -0.470 0.404 -0.2 -0.2 0.1
C 2.037 -0.231 0.393 0.2 0.1 -0.3
C -1.621 0.780 -0.278 -0.1 0.1 0.0
C -0.134 0.786 -0.568 -0.2 0.1 -0.1
C 0.588 -0.225 0.836 0.3 -0.1 0.2
H 0.555 -1.242 1.303 0.0 0.1 -0.1
H -1.553 -0.598 1.447 0.1 0.0 -0.2
H 1.040 0.136 -1.842 -0.1 0.0 0.0
H 2.726 -0.578 1.194 0.0 0.0 -0.1
H 0.548 0.460 1.690 0.0 0.0 -0.1
H -1.960 1.595 0.360 0.1 -0.1 -0.1
H -2.213 0.675 -1.185 0.1 0.0 0.1
H -1.299 -1.371 -0.201 0.0 0.1 0.1
```
Forces are in eV/Å.

**Electronic energy**: -345.61104 Ha
**Largest force on an atom**: 0.5 eV/Å
**HOMO-LUMO gap**: 0.3152 Ha
**Relative energy (zero: lowest compared OMol25 entry of this formula, charge and spin)**: 121.7 kcal/mol



Entry 2:
ORCA calculation (ωB97M-V with the def2-TZVPD basis set) on a single C5H8O2 molecule.

```
15
Properties=species:S:1:pos:R:3:forces:R:3
O 0.206 -0.472 0.857 0.1 0.0 0.0
O 3.359 0.883 0.255 -0.4 -0.3 0.3
C 1.090 0.161 0.052 0.1 0.1 -0.3
C -1.001 -0.954 0.279 -0.2 -0.1 -0.1
C -2.078 0.111 0.130 0.0 0.1 0.0
C 2.410 0.313 0.740 0.4 0.2 -0.1
C 0.937 0.588 -1.203 0.0 0.0 0.1
H 2.459 -0.159 1.741 0.0 0.1 -0.1
H -1.342 -1.730 0.969 0.1 0.1 -0.1
H -0.772 -1.428 -0.686 0.0 0.1 0.1
H -1.888 0.800 -0.698 0.0 -0.1 0.2
H 1.798 1.049 -1.673 -0.1 -0.1 0.1
H -3.042 -0.378 -0.048 0.1 0.1 0.0
H 0.015 0.518 -1.766 0.1 -0.1 0.1
H -2.151 0.698 1.051 0.0 -0.1 -0.1
```
Forces are in eV/Å.

**Electronic energy**: -345.75075 Ha
**Largest force on an atom**: 0.6 eV/Å
**HOMO-LUMO gap**: 0.3586 Ha
**Relative energy (zero: lowest compared OMol25 entry of this formula, charge and spin)**: 34.0 kcal/mol